{
  "formula": "C7H17ClO6PS",
  "method": "ωB97M-V/def2-TZVPD",
  "orbital_gap_ha": 0.2495,
  "charge": -1,
  "homo_energy_ev": -4.061,
  "e_lumo_ev": 2.728,
  "symbols": ["O", "C", "Cl", "C", "C", "C", "O", "P", "O", "H", "H", "H", "H", "H", "H", "H", "H", "H", "O", "S", "O", "O", "C", "C", "C", "H", "H", "H", "H", "H", "H", "H", "H"],
  "positions_angstrom": [[-2.356, -3.679, 0.061], [-1.319, -3.209, -0.170], [-1.343, -1.633, -1.063], [-0.022, -3.897, 0.254], [0.439, -3.521, 1.726], [-0.750, -3.123, 2.666], [-0.959, -1.732, 2.472], [0.665, -1.047, 2.200], [1.469, -2.540, 1.685], [-0.239, -4.980, 0.261], [0.830, -3.643, -0.394], [0.999, -4.408, 2.104], [-1.551, -3.829, 2.370], [-0.575, -3.226, 3.756], [0.068, 0.220, 2.569], [0.961, -1.486, 3.561], [1.938, -0.342, 2.134], [0.472, -0.801, 0.792], [-0.956, 3.398, -0.003], [-0.332, 2.486, -0.916], [0.961, 1.943, -0.652], [-0.318, 3.156, -2.382], [0.264, 4.455, -2.519], [1.780, 4.403, -2.495], [-1.446, 1.169, -1.283], [-0.120, 5.127, -1.748], [-0.071, 4.843, -3.482], [2.149, 4.098, -1.516], [2.200, 5.384, -2.725], [2.151, 3.679, -3.222], [-2.419, 1.593, -1.525], [-1.518, 0.546, -0.398], [-1.050, 0.597, -2.115]],
  "forces_ev_per_angstrom": [[-2.423, -0.967, 0.383], [1.979, 0.145, -0.046], [0.507, -1.300, -0.056], [0.196, 0.746, 0.327], [1.741, -0.544, 0.315], [0.580, 0.297, -0.204], [-0.061, -1.795, -1.264], [1.325, 2.519, 0.606], [-2.155, -0.631, 0.219], [-0.039, 0.507, -0.299], [-0.405, -0.160, 0.175], [-0.877, -0.040, -0.169], [-0.286, 0.815, 0.278], [0.439, -0.639, -0.513], [-0.091, -0.123, 0.117], [-0.134, 0.327, 0.054], [0.067, -0.326, -0.138], [-0.431, 0.052, 0.171], [0.254, 0.207, -0.058], [-0.366, -0.634, -0.202], [0.061, 0.332, 0.092], [-0.228, -0.060, -0.007], [0.416, 0.435, 0.006], [0.144, -0.077, 0.178], [-0.125, 0.783, -0.113], [-0.049, -0.148, 0.069], [-0.174, -0.219, 0.001], [-0.033, 0.000, -0.021], [-0.081, 0.003, -0.050], [-0.041, 0.052, -0.031], [0.054, 0.038, -0.011], [0.155, 0.288, 0.187], [0.081, 0.116, 0.004]],
  "mulliken_charge": [-0.419, 0.340, -0.173, -0.668, 0.136, -0.692, -0.448, 0.115, -0.552, 0.337, 0.371, 0.241, 0.332, 0.446, -0.034, 0.000, -0.050, -0.234, -0.671, 1.232, -0.589, -0.286, -0.377, -0.995, -0.903, 0.335, 0.266, 0.310, 0.381, 0.256, 0.343, 0.348, 0.302]
}